82
Properties=species:S:1:pos:R:3:forces:R:3:lowdin_charge:R:1 method="wB97M-V/def2-TZVPD" de_lowest_ev=0.485 total_energy_ha=-15137.27407 homo_lumo_gap_ev=4.9 largest_force_ev_per_a=0.53 charge=-2 spin_multiplicity=1
Cd 0.30827 -0.56246 -0.50262 -0.2 0.4 -0.3 1.020
S 2.57941 -1.13463 -1.51817 0.3 0.1 0.0 0.402
C 3.27853 0.45340 -1.45059 -0.3 -0.3 0.0 -1.151
N 2.63776 1.57106 -1.54685 0.1 -0.1 -0.1 0.015
C 3.48142 2.64721 -1.40642 0.1 0.1 0.0 -0.326
C 3.06534 3.97942 -1.41526 0.0 -0.1 0.0 -0.021
C 4.00947 4.97568 -1.27246 0.0 0.1 0.0 -0.108
C 5.36273 4.66390 -1.11578 0.0 0.1 0.0 -0.122
C 5.78875 3.34823 -1.08896 0.1 -0.1 0.0 -0.115
C 4.84424 2.33999 -1.23102 -0.1 0.0 0.0 -0.489
S 5.01892 0.61463 -1.19601 0.1 0.1 -0.1 0.968
H 2.01155 4.19926 -1.51691 -0.1 0.0 0.0 0.109
H 3.69754 6.01293 -1.27101 0.0 0.0 0.0 0.092
H 6.08535 5.46171 -0.99814 0.0 0.0 0.0 0.088
H 6.83597 3.11021 -0.94970 0.0 0.0 0.0 0.097
N 3.19733 -0.50779 1.69823 0.2 0.1 -0.1 0.166
C 2.38168 0.49077 2.03447 0.0 -0.1 0.1 -0.456
N 2.55197 1.03791 3.24759 0.0 0.0 0.0 0.173
C 1.76047 2.06913 3.49767 0.0 0.0 -0.1 -0.484
N 1.88145 2.66651 4.71990 0.0 0.1 0.0 0.135
N 0.86334 2.60157 2.66334 0.0 0.0 0.0 0.168
C 0.74810 1.95947 1.50214 -0.1 0.0 0.0 -0.290
N 1.45650 0.89833 1.13935 0.0 -0.1 0.3 0.113
C -0.29035 2.45093 0.56107 -0.1 0.1 0.0 -0.254
C -1.22652 3.38500 0.98154 0.0 0.0 -0.1 -0.013
C -2.24496 3.73180 0.10645 0.0 0.0 0.0 -0.083
C -2.27345 3.16059 -1.15124 0.0 -0.1 -0.1 -0.086
C -1.28007 2.24877 -1.48796 -0.2 0.0 -0.1 -0.190
N -0.31425 1.89881 -0.65234 0.1 -0.2 0.2 0.019
H 3.71823 -0.93256 2.44289 0.0 0.0 0.0 0.107
H 3.00898 -1.03778 0.85431 -0.1 0.0 0.1 -0.008
H 2.33413 2.12038 5.43108 0.0 0.0 0.0 0.085
H 1.11231 3.25339 4.99086 0.0 0.0 0.0 0.087
H -1.17819 3.77501 1.98618 0.0 0.0 0.0 0.098
H -3.03773 4.39388 0.42480 0.0 0.0 0.0 0.100
H -3.08883 3.32260 -1.84206 0.0 0.0 0.0 0.076
H -1.32914 1.71430 -2.43139 0.0 0.0 0.0 0.051
C -3.67718 -2.67213 3.00709 -0.1 0.0 0.0 -0.010
N -2.33901 -2.27284 3.42346 0.2 0.0 0.0 -0.052
N -1.26038 -2.80312 2.71624 0.0 0.2 0.1 0.011
C -0.23835 -1.88399 2.62514 0.1 -0.1 -0.1 -0.524
O 0.80222 -2.06263 1.97088 -0.1 -0.1 0.1 -0.074
C -0.68869 -0.76657 3.40469 -0.2 0.1 0.0 0.020
C -1.98654 -0.99971 3.75293 0.1 0.0 -0.1 -0.295
C -2.99329 -0.04490 4.28188 0.0 0.1 0.0 -0.019
C -1.29272 -4.12934 2.21880 0.0 -0.1 -0.1 -0.211
C -1.68673 -4.36732 0.90950 0.0 0.0 0.1 -0.007
C -1.72649 -5.67518 0.44981 0.0 0.0 -0.1 -0.063
C -1.38275 -6.72596 1.28641 0.0 -0.1 0.0 -0.106
C -0.99672 -6.47946 2.59764 0.0 0.0 0.0 -0.106
C -0.94986 -5.17646 3.06568 0.0 0.1 0.0 -0.019
H -3.77272 -3.75312 3.10998 0.0 0.0 0.0 0.088
H -3.88912 -2.37699 1.97696 0.0 0.0 0.0 0.030
H -4.38752 -2.19278 3.67529 0.0 0.0 0.0 0.086
H -0.15548 0.15933 3.52718 0.0 0.0 0.0 0.088
H -2.48675 0.83250 4.68122 0.0 0.0 0.0 0.078
H -3.60640 -0.48880 5.06713 0.0 0.0 0.0 0.076
H -3.64323 0.27838 3.45884 0.0 0.0 0.0 0.057
H -1.97960 -3.52485 0.29041 0.0 0.0 0.0 0.022
H -2.04502 -5.86660 -0.56642 0.0 0.0 0.0 0.107
H -1.42244 -7.74421 0.91795 0.0 0.0 0.0 0.091
H -0.73096 -7.30125 3.25164 0.0 0.0 0.0 0.089
H -0.64877 -4.95012 4.08093 0.0 0.0 0.0 0.113
C -1.30470 0.77443 -5.84073 0.0 0.0 0.1 -0.278
As -0.00688 -0.36824 -4.97224 -0.1 0.0 0.1 0.613
C 1.58801 0.70938 -4.80500 0.0 0.0 -0.1 -0.269
C 0.47412 -1.65887 -6.34232 0.0 0.0 0.1 -0.278
S -0.72306 -1.21796 -3.22177 0.0 -0.1 -0.2 -0.013
H -1.09368 0.85624 -6.90758 0.0 0.0 0.0 0.023
H -1.27499 1.75771 -5.37242 0.0 0.0 0.0 0.030
H -2.28888 0.34696 -5.64866 0.0 0.0 0.0 -0.013
H 1.86080 1.08976 -5.79114 0.1 0.0 0.1 0.028
H 2.38276 0.09456 -4.38806 0.0 -0.1 0.0 0.010
H 1.39494 1.52300 -4.11081 0.0 0.1 0.0 0.022
H 0.81699 -1.16067 -7.24877 0.0 0.0 0.0 0.021
H -0.40362 -2.26865 -6.55153 0.0 0.0 0.0 0.029
H 1.26004 -2.29533 -5.93659 0.0 0.0 0.0 0.027
Se -4.20973 0.69760 -3.25173 0.0 0.1 0.1 -0.271
Sb -4.38239 -0.25524 -0.99831 0.1 0.1 0.1 -0.364
Se -2.11757 -0.92783 0.10291 0.1 -0.1 0.2 -0.096
Se -5.44679 -2.44852 -0.84509 0.0 0.0 0.0 -0.341
Se -5.09714 1.35822 0.71160 -0.1 0.0 0.0 -0.322

82
Properties=species:S:1:pos:R:3:forces:R:3:lowdin_spin:R:1 method="wB97M-V/def2-TZVPD" total_energy_ha=-3363.62183 homo_lumo_gap_ev="6.1 / 5.7" largest_force_ev_per_a=3.20 charge=+1 spin_multiplicity=2 s_squared=0.7552
Re -0.47836 0.97607 3.34122 0.7 -0.3 -0.3 0.845
Cl 0.49877 -6.25410 4.98388 0.0 -0.3 0.1 -0.001
C 0.49525 -4.55954 4.67666 0.1 0.4 -0.1 -0.002
C 1.71537 -3.89240 4.52179 -0.4 -0.1 0.0 0.000
C 1.71200 -2.54806 4.25822 -0.8 0.7 -0.1 -0.002
Cl 3.17349 -1.68812 4.04682 0.5 0.1 0.0 0.001
C 0.50460 -1.78880 4.12728 -0.3 -3.1 0.6 0.009
O 0.61213 -0.54399 3.88021 -0.6 2.8 -1.1 0.051
C -0.72448 -2.50807 4.28202 1.5 0.5 0.0 0.001
C -2.00988 -1.86856 4.14944 -0.8 -0.1 0.0 -0.001
O -2.25665 -0.75698 3.71252 0.2 0.2 0.4 0.007
C -0.69698 -3.88025 4.57056 0.2 0.1 -0.1 0.001
H 2.64782 -4.42685 4.60730 0.1 0.0 0.0 0.000
H -2.85465 -2.50726 4.46277 0.0 0.0 -0.1 0.000
H -1.62584 -4.41717 4.68905 -0.1 0.0 0.0 0.000
C -4.75377 1.27115 -3.04496 0.2 0.1 0.0 0.000
C -3.42005 2.00570 -2.97182 -0.5 0.0 -0.4 0.000
N -2.62145 1.51170 -1.86335 0.1 0.4 0.5 -0.001
C -2.71127 2.16231 -0.68545 0.2 -0.2 0.1 0.000
C -2.09040 1.78875 0.47043 0.3 0.0 0.7 -0.002
C -2.30402 2.72740 1.67041 -0.9 0.4 -1.9 0.008
O -3.05134 3.67063 1.50999 0.2 -0.2 0.3 0.024
O -1.65742 2.46449 2.73960 1.1 -1.5 1.0 0.042
C -1.29557 0.60323 0.48130 -0.1 0.1 0.0 -0.004
O -0.74286 0.08633 1.49672 -0.5 0.7 -0.1 0.002
C -1.12903 -0.04626 -0.81005 -0.1 -0.1 -0.3 0.000
C -0.23469 -1.11369 -0.93214 -0.1 0.0 -0.4 -0.001
C -0.02665 -1.71654 -2.14561 0.0 0.1 0.3 0.000
F 0.92720 -2.67360 -2.22252 -0.1 0.1 0.0 0.000
C -0.75534 -1.35921 -3.29281 -0.3 0.3 0.5 -0.001
C -1.66147 -0.31145 -3.15795 0.1 0.0 0.0 0.000
C -1.82181 0.39825 -1.96002 0.6 -0.5 0.4 -0.001
N -0.64568 -2.03344 -4.51405 0.0 -0.2 -0.1 0.000
C 0.09382 -3.27992 -4.62608 0.1 -0.2 0.2 0.000
C -0.25278 -3.93997 -5.96972 0.7 -0.2 0.3 0.000
N -1.62637 -3.52450 -6.34608 -0.4 -0.3 0.0 0.000
C -1.66667 -2.07456 -6.69657 0.1 0.9 -0.1 0.000
C -0.68437 -1.32820 -5.77399 0.0 0.0 -0.1 0.000
H -5.33384 1.63191 -3.88847 -0.1 0.0 -0.1 0.000
H -5.31894 1.44536 -2.13437 -0.1 0.0 0.1 0.000
H -4.60334 0.19966 -3.14821 0.0 -0.1 0.0 0.000
H -3.59813 3.07017 -2.81322 0.2 -0.1 0.0 0.000
H -2.85947 1.90425 -3.90221 0.0 0.1 0.1 0.000
H -3.32744 3.05110 -0.64977 0.0 0.0 -0.1 0.000
H 0.32798 -1.42676 -0.06642 0.1 -0.1 0.1 0.000
H -2.25555 -0.03495 -4.01107 -0.1 0.0 -0.1 0.000
H -0.19389 -3.93851 -3.80409 0.0 0.0 -0.1 0.000
H 1.18084 -3.14189 -4.57119 -0.1 -0.1 -0.1 0.000
H -0.20187 -5.02429 -5.87724 -0.1 0.1 -0.1 0.000
H 0.43078 -3.63710 -6.76401 -0.2 0.0 0.0 0.000
H -2.22245 -3.67218 -5.52149 0.0 0.0 -0.3 0.000
H -1.99205 -4.09049 -7.11833 0.0 0.1 0.2 0.000
H -2.68788 -1.71819 -6.55433 0.0 -0.2 0.0 0.000
H -1.39152 -1.94367 -7.74316 0.0 -0.2 0.0 0.000
H -1.00734 -0.29872 -5.63976 0.0 -0.1 -0.1 0.000
H 0.31405 -1.28738 -6.23075 -0.1 0.0 0.0 0.000
F 0.96596 1.38138 7.06665 0.8 0.1 0.1 0.000
B -0.26084 1.37829 6.54789 -0.1 -0.3 -0.3 0.000
F -0.08402 1.99001 5.03118 -0.1 0.1 0.0 -0.002
F -0.72497 0.14172 6.21003 -0.4 -0.9 0.0 0.002
F -1.15408 2.16259 7.14239 -0.6 0.7 0.3 0.000
C 3.53058 3.95761 3.04362 -0.1 -0.3 -0.1 0.000
C 3.37350 2.58732 2.38474 0.1 0.2 0.0 0.000
C 4.69274 1.82453 2.46482 -0.4 0.1 0.0 0.000
O 2.38808 1.88244 3.16453 1.3 -0.1 0.7 0.003
B 1.24442 1.81882 2.48167 -1.3 -0.1 0.8 0.018
O 1.33343 2.27419 1.20966 -0.1 0.5 -1.0 0.002
C 2.71337 2.63311 0.95553 0.3 0.0 -0.3 0.000
C 2.73898 3.99803 0.27761 -0.1 -0.3 0.2 0.000
C 3.26875 1.57119 0.00398 -0.2 0.2 0.3 0.000
H 3.82935 3.79539 4.07585 0.1 0.0 0.1 0.000
H 2.58211 4.48734 3.05858 -0.1 0.1 0.0 0.000
H 4.28237 4.56052 2.54345 0.1 0.1 -0.1 0.000
H 5.08284 1.91972 3.47276 0.1 0.0 0.1 0.000
H 5.41928 2.22994 1.76851 0.2 0.1 -0.1 0.000
H 4.54915 0.76927 2.25930 0.0 -0.1 -0.1 0.000
H 2.18478 4.72684 0.85976 0.0 0.1 0.0 0.000
H 2.27025 3.91473 -0.69953 0.0 0.0 -0.1 0.000
H 3.76136 4.34059 0.14912 0.1 0.1 0.0 0.000
H 3.20811 0.58831 0.46126 0.0 -0.2 0.0 0.000
H 4.30061 1.78228 -0.26081 0.1 0.0 -0.1 0.000
H 2.66338 1.57102 -0.89946 0.0 0.0 -0.1 0.000

112
Properties=species:S:1:pos:R:3:forces:R:3:lowdin_charge:R:1 method="wB97M-V/def2-TZVPD" total_energy_ha=-25195.57847 homo_lumo_gap_ev=8.4 largest_force_ev_per_a=1.60 charge=+1 spin_multiplicity=1
C -4.72029 -0.00235 3.86445 0.7 0.0 0.3 -0.101
C -3.49742 -0.18410 2.94863 -1.1 -0.4 0.4 -0.225
C -2.92767 -1.57064 3.20657 0.8 0.3 -0.4 -0.184
C -1.64707 -1.95235 2.40883 0.0 0.7 1.3 -0.337
C -1.54485 -1.37214 0.97798 -0.9 -0.2 0.0 -0.130
C -1.04403 0.07479 0.86793 0.4 -0.2 -0.7 -0.127
C 0.46719 0.15501 0.59727 -0.4 -0.3 -0.1 -0.203
F 1.12700 0.90463 1.56759 0.0 -0.1 0.0 -0.055
N -0.56716 -1.22249 3.16875 -0.4 0.4 0.5 0.065
C 0.61167 -1.70797 3.23799 -0.3 -1.1 -1.0 -0.523
C 1.71957 -1.06668 3.99319 -0.2 0.1 0.7 -0.428
S 1.19721 0.30546 5.07319 0.0 0.3 -0.3 0.928
C 0.88478 -0.46740 6.69209 -0.5 -0.5 -0.4 -0.488
C -0.47920 -1.16242 6.87037 0.5 0.5 -0.2 -0.124
S 0.62842 -3.22219 2.33155 0.5 0.5 0.6 1.108
C -1.23238 -3.43969 2.65863 1.4 -0.2 -0.7 -0.492
C -1.60536 -4.58411 1.66838 -0.4 0.4 -0.3 -0.195
C -2.46500 -4.27578 0.43886 -0.2 -0.3 0.1 -0.272
C -3.89382 -3.80770 0.62608 0.0 -0.2 -0.5 -0.607
Br -5.00860 -5.10734 1.55451 0.1 0.2 0.0 0.647
C -1.20265 -3.92341 4.13066 -0.5 -0.6 -0.4 -0.676
I -3.15039 -4.52950 4.88700 0.1 0.1 0.0 0.982
C -0.24152 -5.11046 4.38934 0.0 -0.1 0.6 -0.330
C 1.02020 -4.73197 5.18765 -0.2 0.2 -0.2 -0.090
H -5.29832 -0.91753 3.94964 -0.3 0.0 -0.3 0.082
H -5.32825 0.84594 3.57327 -0.2 0.0 -0.1 0.074
H -4.34859 0.20409 4.86658 -0.1 0.0 0.2 0.031
H -2.80401 0.60124 3.23710 0.3 0.2 -0.4 0.097
H -3.82768 -0.07245 1.91852 0.3 0.2 -0.2 0.117
H -3.68269 -2.34164 3.12545 -0.2 0.0 -0.3 0.054
H -2.61312 -1.58013 4.24842 -0.2 -0.2 0.3 0.087
H -0.94032 -2.00132 0.33613 0.2 -0.1 0.0 0.100
H -2.54210 -1.41047 0.54514 -0.1 -0.1 0.0 0.096
H -1.32520 0.71449 1.69321 0.0 0.1 0.2 0.103
H -1.52733 0.49985 -0.00827 -0.2 0.1 0.0 0.122
H 0.66106 0.57818 -0.38520 0.1 0.4 0.1 0.114
H 0.88493 -0.85159 0.56858 0.3 0.0 0.2 0.062
H -0.75986 -0.34369 3.65149 0.0 0.0 0.1 0.118
H 2.45262 -0.68262 3.28991 0.1 0.1 0.0 0.029
H 2.19738 -1.81959 4.61634 0.2 -0.2 -0.1 0.091
H 0.93728 0.35261 7.39682 0.3 0.2 0.0 0.069
H 1.69997 -1.15969 6.87478 0.2 0.1 0.2 0.072
H -0.89611 -0.87539 7.82883 -0.1 -0.2 0.2 0.079
H -1.16687 -0.81304 6.10746 -0.3 -0.1 -0.1 0.047
H -0.37843 -2.23821 6.82990 -0.1 -0.3 0.0 0.054
H -2.06560 -5.40896 2.20481 -0.2 0.1 0.3 0.082
H -0.67898 -4.99623 1.27397 0.1 -0.1 0.0 0.093
H -2.53604 -5.20432 -0.12427 0.1 -0.2 0.0 0.115
H -1.98436 -3.57926 -0.24073 0.1 0.1 0.0 0.084
H -4.33358 -3.75394 -0.35993 -0.2 0.1 -0.2 0.004
H -3.99989 -2.82101 1.05629 -0.1 -0.1 0.4 0.040
H -0.92348 -3.12030 4.78937 0.0 0.4 0.2 0.030
H -0.76494 -5.83197 5.00299 -0.2 -0.2 -0.1 0.053
H 0.02557 -5.64610 3.48460 0.0 0.1 -0.2 0.097
H 1.91355 -4.71975 4.57091 0.1 -0.1 0.0 0.066
H 0.91733 -3.73914 5.62302 0.0 0.1 0.1 0.046
H 1.15686 -5.41144 6.02070 0.2 -0.2 0.0 0.081
C 4.38748 -1.64446 -0.22680 0.2 0.0 -0.1 -2.002
Cl 6.07957 -1.32104 0.13072 -0.2 -0.3 0.2 0.538
Cl 3.69359 -0.31243 -1.14751 -0.1 0.0 0.0 0.538
Cl 4.24151 -3.15135 -1.13630 -0.1 0.0 0.1 0.534
Cl 3.48335 -1.80683 1.29929 0.2 -0.1 0.0 0.564
C -4.58238 -3.05697 -3.56478 -0.1 -0.1 -0.1 -2.049
Cl -3.97736 -4.71539 -3.47826 0.0 0.0 0.0 0.536
Cl -3.60436 -2.02969 -2.49745 0.1 0.1 0.0 0.523
Cl -4.46703 -2.46513 -5.21645 0.0 0.0 0.0 0.532
Cl -6.26152 -3.01483 -3.02584 0.0 0.0 0.0 0.546
C 6.91623 2.68362 -0.70737 0.0 0.1 0.0 -2.034
Cl 8.61463 3.01096 -0.36002 0.0 0.0 0.0 0.546
Cl 6.21282 4.02584 -1.61174 0.1 -0.1 0.1 0.506
Cl 6.78139 1.20088 -1.65697 0.2 0.3 -0.2 0.471
Cl 6.03160 2.48296 0.81436 0.0 0.0 0.0 0.513
C -4.19637 -2.93026 -9.28673 0.0 0.0 -0.1 -2.050
Cl -2.56442 -2.49581 -8.76059 0.0 0.0 0.0 0.518
Cl -5.32723 -1.66018 -8.80231 0.1 0.0 0.1 0.497
Cl -4.22583 -3.10507 -11.03991 0.1 0.0 0.1 0.520
Cl -4.66944 -4.45795 -8.53425 0.0 0.0 0.0 0.518
C -5.11989 3.31133 6.59963 -0.1 0.1 0.1 -2.054
Cl -4.50246 4.23563 7.96792 0.0 0.0 0.0 0.539
Cl -6.52097 4.12910 5.91115 0.0 0.0 0.0 0.540
Cl -3.85462 3.17858 5.36459 0.1 0.0 0.0 0.513
Cl -5.58656 1.69463 7.14280 0.0 0.0 0.0 0.531
C 5.56267 -0.88962 -5.23348 0.1 0.0 -0.1 -2.034
Cl 4.85721 0.68501 -4.83248 0.0 -0.1 0.0 0.506
Cl 7.10549 -0.65817 -6.05427 -0.2 0.1 0.1 0.508
Cl 5.82521 -1.82519 -3.75114 0.0 0.1 -0.1 0.490
Cl 4.45926 -1.77603 -6.28760 0.0 0.0 0.0 0.539
C 5.67104 6.62356 -4.60098 0.0 0.0 0.0 -2.052
Cl 4.99483 4.99260 -4.45681 -0.1 0.0 -0.2 0.482
Cl 5.05385 7.61902 -3.28096 0.0 0.0 -0.1 0.499
Cl 7.43097 6.53608 -4.49918 0.0 0.0 0.0 0.531
Cl 5.20120 7.32207 -6.15172 0.0 0.0 0.0 0.539
C -8.11355 -2.19046 -11.98587 0.0 0.0 0.0 -2.055
Cl -6.89700 -1.02293 -12.51388 0.0 0.0 0.0 0.512
Cl -7.49825 -3.83188 -12.20872 -0.1 0.0 0.0 0.510
Cl -8.47540 -1.92856 -10.27601 -0.1 0.0 0.0 0.503
Cl -9.58378 -1.97724 -12.93882 0.0 0.0 0.0 0.532
C 9.34780 1.96615 -8.43282 0.0 0.0 0.0 -2.056
Cl 9.58680 0.28577 -7.93176 0.1 0.0 -0.1 0.497
Cl 10.83856 2.87352 -8.17036 0.0 0.0 0.0 0.532
Cl 8.91967 2.01146 -10.14418 0.0 0.0 0.0 0.533
Cl 8.04829 2.68240 -7.47852 -0.1 0.0 0.0 0.510
C 4.86710 10.30683 -0.19166 0.0 0.0 0.0 -2.056
Cl 5.61927 11.42828 0.94475 0.0 0.0 0.0 0.535
Cl 5.07168 10.91109 -1.83947 0.0 0.0 0.0 0.519
Cl 5.63123 8.71848 -0.04445 0.0 0.0 0.0 0.504
Cl 3.14491 10.16198 0.17231 0.0 0.0 0.0 0.502
C -0.84232 9.74847 1.42024 0.0 0.0 0.0 -2.069
Cl -0.19026 8.10371 1.41355 0.0 0.0 0.0 0.506
Cl 0.15840 10.76819 2.45607 0.0 0.0 0.0 0.519
Cl -0.82777 10.38945 -0.22481 0.0 0.0 0.0 0.522
Cl -2.49827 9.72406 2.03256 0.0 0.0 0.0 0.524